This record from the OMol25 dataset describes one molecule with the formula C14H22O3S. The level of theory is ωB97M-V with the def2-TZVPD basis set.

```
40
Properties=species:S:1:pos:R:3:forces:R:3:lowdin_charge:R:1
C -1.0036 -1.3561 1.9004 0.2 -0.2 -0.1 -0.11
C -1.5348 -2.5787 1.1632 -0.2 0.1 0.1 -0.26
C -2.8729 -2.3350 0.4609 0.3 -0.1 -0.1 -0.27
C -2.7688 -1.5982 -0.8687 -0.2 0.4 0.0 -0.46
H -1.9158 -1.9566 -1.4396 0.0 -0.1 -0.1 0.06
H -3.6799 -1.7490 -1.4501 0.1 -0.1 -0.1 0.07
S -2.5798 0.2174 -0.7015 0.0 0.0 -0.3 0.87
C -1.1741 0.5465 -1.8491 -0.5 0.0 0.4 -0.39
C 0.1263 0.1260 -1.2758 0.5 0.3 0.3 -0.22
C 0.9771 0.8038 -0.4232 -0.8 0.1 -0.5 -0.17
O 2.0157 0.0148 -0.0966 0.3 -0.2 0.2 0.08
C 1.8538 -1.1793 -0.7231 -0.9 -0.3 -0.6 -0.16
C 0.7030 -1.1519 -1.4656 0.9 0.0 0.5 0.06
H 0.3424 -1.9503 -2.0815 0.0 -0.2 -0.1 0.13
C 2.8411 -2.2438 -0.5234 -0.1 0.0 0.0 -0.47
O 2.7579 -3.3270 -1.0371 0.0 0.3 0.1 0.13
O 3.8617 -1.9171 0.2916 0.3 -0.1 0.1 0.13
H 3.7702 -1.0113 0.6217 -0.1 -0.1 -0.1 0.11
C 0.9744 2.2061 0.1272 0.2 0.1 0.1 -0.51
C 1.0916 3.2031 -1.0352 0.0 -0.2 0.1 -0.03
H 1.1791 4.2129 -0.6421 0.0 0.1 0.0 0.09
H 1.9725 2.9889 -1.6364 0.1 0.0 -0.1 0.09
H 0.2181 3.1634 -1.6789 -0.1 0.0 -0.1 0.07
C 2.1784 2.3879 1.0580 -0.1 0.0 -0.1 -0.04
H 2.1415 1.6759 1.8791 0.0 0.0 0.1 0.09
H 3.1116 2.2489 0.5170 0.1 0.0 0.0 0.09
H 2.1695 3.3918 1.4744 0.0 0.1 0.0 0.09
C -0.3112 2.4701 0.9194 0.2 -0.1 -0.1 -0.03
H -0.3160 3.4983 1.2727 0.0 0.2 0.0 0.09
H -1.1959 2.3107 0.3108 -0.1 0.0 0.0 0.04
H -0.3688 1.8105 1.7817 -0.1 -0.1 0.1 0.09
H -1.2217 1.6170 -2.0326 0.0 0.0 -0.1 0.06
H -1.3843 0.0113 -2.7741 0.1 0.1 -0.1 0.09
H -3.3340 -3.3042 0.2510 -0.1 0.0 0.0 0.11
H -3.5432 -1.7873 1.1265 -0.1 -0.1 0.0 0.11
H -1.6698 -3.3880 1.8843 0.1 -0.1 0.0 0.10
H -0.7958 -2.9149 0.4313 0.0 -0.1 0.0 0.10
H -0.8472 -0.5285 1.2163 0.0 0.1 0.0 0.01
H -0.0574 -1.5913 2.3840 0.1 0.0 0.1 0.07
H -1.7105 -1.0370 2.6634 -0.1 0.1 0.1 0.08
```
Forces are in eV/Å.

* maximum force: 0.022 hartree/bohr
* ΔE to the lowest compared entry with this formula, charge and spin: 1.9 kcal/mol
* DFT total energy: -1170.57825 a.u.
* orbital gap: 9.08 eV

This record from the OMol25 dataset describes an isolated ion of composition C14H23BrI2N3O and charge +1. The level of theory is ωB97M-V with the def2-TZVPD basis set.

```
44
Properties=species:S:1:pos:R:3:forces:R:3:lowdin_charge:R:1
C -3.9272 -3.1151 0.5032 0.9 1.2 0.9 0.04
C -2.9344 -2.5153 1.3190 -0.6 -1.0 -1.4 -0.08
C -1.9815 -1.3857 0.7516 -2.2 1.4 1.8 -0.29
C -0.5642 -1.3715 1.4511 -2.0 -1.7 0.7 -0.08
N 0.2229 -0.2949 0.8077 0.6 0.0 0.4 -0.07
N 1.4664 -0.0010 1.4547 -1.4 0.8 1.9 0.04
C 1.3850 1.0250 2.2954 -0.1 0.7 0.9 -0.24
C 1.1657 0.8217 3.8548 2.5 -0.2 -0.9 -0.02
C 1.5467 2.5404 1.8488 0.7 -1.2 -0.4 -0.01
C 0.3972 -0.4580 -0.7152 0.4 -0.4 -1.6 -0.41
N 0.2765 0.8895 -1.2175 -0.2 -1.6 -0.6 -0.01
C -1.0603 1.3899 -1.5227 -0.5 2.8 0.7 -0.26
C -0.8884 2.8819 -2.0895 -0.4 -1.7 -0.8 -0.07
C 1.7709 -1.1853 -1.0304 2.0 0.4 -1.0 -0.62
I 2.4522 -2.9039 0.1614 -1.0 1.0 -0.3 0.85
C 2.6206 -0.8623 -2.0813 -1.5 0.1 0.7 -0.72
C 2.3261 0.2662 -3.1145 0.7 0.7 0.1 -0.18
I 4.4893 -1.9348 -2.4673 -1.3 0.9 0.0 0.80
C -0.6849 -1.5103 -1.2526 0.7 -1.3 0.9 -0.60
Br -0.7121 -1.6264 -3.2431 -0.4 0.2 1.4 0.83
O -1.9769 -1.4305 -0.6810 0.7 0.5 -0.3 -0.14
H -4.7593 -2.4817 0.0806 1.8 -0.5 -1.1 0.08
H -3.9344 -4.2136 0.2815 -1.0 0.8 1.6 0.08
H -2.8881 -2.8418 2.3885 1.4 -0.6 -1.2 0.11
H -2.4875 -0.4023 1.0368 0.7 -0.6 -0.5 0.15
H -0.1350 -2.4002 1.3985 0.3 1.2 -0.2 0.08
H -0.7439 -1.1561 2.5439 0.4 0.0 -1.2 0.15
H -0.3295 0.5648 0.9701 -0.3 -0.6 -0.9 0.17
H 0.1018 1.0324 4.1385 0.9 0.0 -0.4 0.11
H 1.5036 -0.2119 4.1604 -0.8 1.0 -0.5 0.10
H 1.9019 1.5250 4.3486 -1.3 -0.5 -0.1 0.09
H 2.3479 2.5201 1.0523 -0.9 0.0 0.7 0.10
H 1.9385 3.1879 2.6756 -0.8 -0.6 -0.7 0.09
H 0.6146 2.9441 1.3630 0.7 -0.3 0.6 0.09
H 0.8723 1.5463 -0.7173 -0.1 -0.2 -0.3 0.11
H -1.6502 0.8430 -2.2931 0.8 -0.1 0.9 0.09
H -1.6744 1.5185 -0.5688 0.3 -0.5 -1.0 0.11
H -1.9224 3.2723 -2.2711 1.0 0.0 0.4 0.08
H -0.4275 2.7449 -3.1139 -0.2 0.5 1.2 0.09
H -0.2623 3.5294 -1.4267 -0.6 -0.5 -0.6 0.07
H 3.1016 0.2820 -3.9198 -0.6 -0.2 0.7 0.06
H 1.3223 0.2320 -3.6034 0.8 -0.3 0.7 0.03
H 2.3883 1.2690 -2.5937 0.0 -1.1 -0.6 0.08
H -0.2680 -2.5237 -0.9628 -0.3 1.1 -0.5 0.08
```
Forces are in eV/Å.

* maximum force: 0.061 hartree/bohr
* DFT total energy: -3955.57448 a.u.
* total charge: +1
* orbital gap: 6.09 eV

This record from the OMol25 dataset describes C14H23ClIO2P2Sm as an isolated structure. The level of theory is ωB97M-V with the def2-TZVPD basis set.

```
44
Properties=species:S:1:pos:R:3:forces:R:3:lowdin_charge:R:1
C -0.9502 -1.9961 -1.8791 -0.7 0.2 0.0 -0.02
C 0.4168 -1.2983 -1.7376 3.3 -4.1 -0.6 -0.25
H -0.7331 -3.0331 -2.1677 0.2 0.2 0.1 0.13
H -1.5892 -1.5623 -2.6629 0.4 0.2 0.3 0.08
H -1.5372 -2.0562 -0.9435 0.5 0.2 -0.1 0.07
O 1.4678 -1.8620 -1.8422 -3.9 3.1 0.3 0.21
I 0.5065 3.2661 -0.2202 -0.4 -0.6 -0.1 0.53
Sm -1.4778 0.8994 -0.4926 0.9 0.6 -0.9 0.85
P -0.1456 1.1162 -3.3044 -0.4 1.0 -1.7 0.72
C 1.5183 1.6335 -3.8584 0.2 -0.2 0.6 -0.24
C -0.6117 0.0445 -4.7248 -0.2 -0.3 0.5 -0.25
H -2.1225 2.5804 -3.3828 0.2 0.2 -0.3 0.03
H -1.1048 2.7445 -4.8553 0.0 0.0 0.3 0.07
H -0.6032 3.5288 -3.3112 -0.2 -0.2 -0.1 0.03
C -1.0901 2.6527 -3.7597 -0.2 -0.2 0.5 -0.26
H -1.6560 -0.2701 -4.6208 0.1 0.0 -0.2 0.05
H -0.4950 0.6175 -5.6508 0.0 -0.1 0.2 0.07
H 1.4657 1.9476 -4.9070 -0.1 -0.1 0.2 0.08
H 2.2201 0.8006 -3.7681 0.1 0.1 0.0 0.06
H 0.0324 -0.8399 -4.7622 -0.1 0.1 -0.1 0.06
H 1.8639 2.4667 -3.2429 0.1 -0.1 -0.1 0.04
C 1.3538 0.6154 -0.7459 3.3 -0.4 0.4 -0.45
O 2.5030 0.4686 -0.7812 -3.4 0.6 0.1 0.09
Cl -3.9171 0.7718 -1.1033 0.9 -0.1 0.2 -0.13
C -1.4344 -1.9554 2.1154 -0.1 0.0 -0.2 -0.24
P -0.4343 -0.4485 1.7736 -0.6 -0.6 1.3 0.82
C -1.6473 0.8647 2.2730 -0.1 0.0 0.0 -0.35
C 0.7142 -0.5208 3.1853 0.8 0.1 -0.3 -0.38
C 1.7188 -1.5097 3.1094 -0.3 0.5 0.7 -0.09
C 2.5589 -1.7070 4.2118 -0.2 -0.2 -0.6 -0.05
C 2.4125 -0.9333 5.3583 0.1 0.1 0.2 -0.04
C 1.4442 0.0668 5.4129 -0.3 0.1 -0.4 -0.04
C 0.5993 0.2952 4.3194 0.1 -0.4 0.0 -0.07
H -2.3069 -2.0113 1.4529 0.0 0.0 0.1 0.04
H -1.7792 -1.9548 3.1574 0.1 0.0 -0.2 0.08
H -0.8240 -2.8486 1.9433 -0.1 0.2 0.1 0.06
H -1.9304 0.6933 3.3215 -0.1 0.2 -0.4 0.08
H -1.1828 1.8629 2.1662 -0.3 -0.2 0.2 0.02
H -2.5934 0.8094 1.6789 0.2 0.0 0.5 0.01
H 1.8114 -2.1188 2.2143 0.1 0.0 0.1 0.10
H 3.3180 -2.4853 4.1477 -0.1 0.2 0.1 0.12
H 3.0738 -1.0986 6.2143 -0.3 0.1 -0.3 0.13
H 1.3228 0.6850 6.2969 0.1 -0.1 -0.1 0.12
H -0.1560 1.0784 4.3722 0.3 -0.2 0.1 0.10
```
Forces are in eV/Å.

* maximum force: 0.103 hartree/bohr
* DFT total energy: -2795.68869 a.u.
* <S²>: 9.09
* total charge: +2
* orbital gap (spin up / spin down): 4.63 / 5.60 eV
* 2S+1: 6

This record from the OMol25 dataset describes C14H23CrF3NP as an isolated structure. The level of theory is ωB97M-V with the def2-TZVPD basis set.

```
43
Properties=species:S:1:pos:R:3:forces:R:3:lowdin_charge:R:1
C 0.5014 3.3091 -1.8961 0.3 -0.4 0.5 -0.10
C -0.7528 2.9118 -1.5117 -1.6 0.2 -0.2 -0.08
C -0.9946 1.7742 -0.7355 0.2 0.0 0.0 -0.26
C 0.0592 0.9731 -0.2413 -0.5 0.0 -0.3 -0.11
C 1.3270 1.3767 -0.6576 0.0 0.5 -0.4 -0.30
C 1.5411 2.5337 -1.4333 0.6 -0.4 0.0 -0.07
C -2.4530 1.4539 -0.4514 -0.5 0.6 0.1 -0.13
C -2.8339 0.0279 0.0540 -0.7 1.7 -0.5 -0.21
N -1.8499 -1.0067 -0.2166 -1.9 -1.3 -0.8 -0.41
Cr -0.3520 -0.7506 1.0128 3.1 1.4 0.4 0.39
C 2.5272 0.5525 -0.3016 1.3 0.3 -0.4 -0.29
P 2.0800 -1.0934 0.3936 -0.9 2.4 0.3 0.79
H -1.6092 3.5208 -1.8390 0.2 -0.4 0.1 0.11
H 2.5501 2.8320 -1.6973 0.1 -0.2 0.0 0.10
H 0.6642 4.1730 -2.5199 0.0 0.1 0.0 0.10
H 3.1836 1.1373 0.3685 -0.3 -0.5 0.2 0.10
H 3.1615 0.3914 -1.1924 -0.2 0.0 0.2 0.09
H -2.7842 2.1901 0.3293 0.0 -0.7 -0.6 0.13
H -3.0619 1.6833 -1.3659 0.5 -0.1 0.7 0.12
H -2.9857 0.1035 1.1415 0.0 -0.4 -0.3 0.10
C 3.0763 -1.1884 1.8854 1.0 -0.8 0.3 -0.25
C 2.6197 -2.1929 -0.9945 0.7 -0.6 0.0 -0.24
H -3.8119 -0.1818 -0.4426 0.5 -0.3 0.5 0.14
C -1.5193 -1.1586 -1.6574 -0.3 -0.1 0.3 -0.04
C -2.3687 -2.2924 0.3454 0.1 -0.2 -0.4 -0.09
H -1.5435 -0.3110 2.7807 1.4 -1.5 -1.7 0.19
H -2.2164 -1.8373 -2.1465 -0.2 -0.2 0.0 0.09
H -1.5589 -0.2162 -2.1925 0.1 0.2 0.2 0.10
H -0.5189 -1.5604 -1.6978 0.2 -0.1 -0.3 0.07
H -3.0652 -2.7529 -0.3679 -0.1 0.0 0.1 0.09
H -1.5021 -2.9605 0.4780 -0.5 0.0 0.1 0.07
H -2.8870 -2.1147 1.3043 0.4 -0.1 -0.4 0.09
H 3.6954 -2.3802 -1.0167 0.1 0.3 -0.2 0.04
H 2.1514 -3.1897 -1.0072 0.0 0.4 0.5 0.04
H 2.2924 -1.7162 -1.9307 0.2 0.1 0.3 0.05
H 4.1352 -1.1630 1.6216 0.2 -0.2 0.1 0.05
H 2.8956 -0.3505 2.5643 -0.4 0.0 -0.5 0.05
H 2.8659 -2.0995 2.4508 0.1 0.0 -0.1 0.05
H 0.8259 -1.9257 0.1372 -2.6 -1.2 0.6 -0.06
F -0.1439 1.8089 2.4192 -0.2 -0.8 -0.6 0.03
C -0.4334 0.5209 2.8332 0.1 2.5 1.5 -0.50
F 0.6267 0.2598 3.6578 -0.9 -0.7 -0.1 0.04
F -1.5331 0.9085 3.7359 0.4 0.3 0.9 -0.08
```
Forces are in eV/Å.

* maximum force: 0.066 hartree/bohr
* ΔE to the lowest compared entry with this formula, charge and spin: 107.1 kcal/mol
* DFT total energy: -2287.13589 a.u.
* <S²>: 6.29
* orbital gap (spin up / spin down): 6.61 / 5.75 eV
* 2S+1: 5

This record from the OMol25 dataset describes C14H23CuN4OS2Te as an isolated structure. The level of theory is ωB97M-V with the def2-TZVPD basis set.

```
46
Properties=species:S:1:pos:R:3:forces:R:3:lowdin_charge:R:1
Cu 1.3652 0.1461 -0.8768 0.0 -0.1 -0.6 0.14
C 1.3810 -2.7974 2.2071 -0.9 0.9 1.6 -0.01
C 1.3307 -1.9618 0.9597 -0.8 -4.0 -0.2 -0.29
N 1.6886 -0.7716 0.8583 1.0 1.4 -0.2 -0.08
N 2.2365 -0.1797 1.9584 0.0 3.0 -1.0 0.03
C 2.4625 1.1368 1.6714 -0.3 -1.4 0.9 -0.79
N 2.7009 1.9120 2.7690 1.6 0.9 0.3 0.07
S 2.3830 1.9663 0.1222 -0.3 -1.0 0.5 0.69
C 0.8058 -2.6575 -0.2550 0.0 -0.1 0.2 -0.22
C 0.3360 -3.9578 -0.2178 -1.3 -1.0 -0.4 0.01
C -0.1695 -4.5106 -1.3964 0.6 0.0 -0.6 -0.01
C -0.1563 -3.7953 -2.5881 0.7 1.0 2.6 -0.03
C 0.2848 -2.4995 -2.5362 0.6 0.2 1.4 -0.08
N 0.7904 -1.9867 -1.3957 0.0 1.6 -1.0 0.07
H 2.2143 -2.5066 2.8359 0.0 0.3 0.1 0.08
H 1.4150 -3.8770 2.1637 0.1 -0.1 -0.8 0.07
H 0.4391 -2.5946 2.8057 0.9 0.0 -0.5 0.12
H 3.2068 1.4531 3.5292 -0.7 -0.2 -0.2 0.11
H 3.1377 2.8409 2.6384 -0.7 -0.9 -0.4 0.11
H 0.1791 -4.5326 0.6902 0.4 0.3 -0.1 0.12
H -0.5268 -5.5240 -1.5214 -0.1 -0.1 0.8 0.12
H -0.5356 -4.2008 -3.4383 -1.0 -1.1 -2.4 0.08
H 0.2313 -1.8492 -3.3805 0.2 0.4 -0.4 0.09
C 1.6642 3.2648 -2.6579 0.0 -0.2 -0.6 -0.44
Te 1.3684 1.2591 -3.4411 -1.3 0.3 1.2 1.25
C -0.8798 1.4558 -3.4316 0.6 0.3 -0.4 -0.33
H 1.6108 3.9334 -3.4960 -0.4 0.3 -0.5 0.00
H 2.6193 3.5050 -2.2072 0.2 -0.7 0.2 -0.01
H 0.8654 3.4309 -1.9598 -0.3 0.1 0.3 -0.01
H -1.3006 1.5249 -2.4168 0.6 0.4 -0.5 -0.01
H -1.3971 0.6383 -3.9155 0.5 -0.7 -0.1 0.00
H -1.0635 2.2857 -4.1200 0.0 0.2 0.6 0.00
O -0.7991 0.5235 -0.6236 -0.2 0.1 0.0 -0.63
S -1.4285 0.0329 0.6609 -0.2 0.5 1.6 0.98
C -0.9219 1.2698 1.9580 0.4 -0.1 -0.2 -0.29
C -1.9948 2.3437 2.0055 0.2 -0.1 -1.5 -0.22
C -3.3443 1.6395 1.8660 1.7 -2.0 1.6 -0.23
C -3.1527 0.6903 0.7136 0.4 0.8 -2.8 -0.30
H 0.0575 1.6374 1.6219 -0.4 -0.1 0.0 0.04
H -0.7721 0.8211 2.9420 -0.1 -0.4 -0.2 0.10
H -1.8139 3.0298 1.1370 -0.4 -0.4 0.7 0.14
H -1.9301 2.8938 2.9114 0.1 0.6 0.7 0.11
H -4.1175 2.3283 1.7859 -1.6 1.1 -0.6 0.10
H -3.5533 1.0445 2.7870 0.2 0.4 -0.4 0.13
H -3.0752 1.3324 -0.2332 -0.4 -0.9 1.0 0.12
H -3.8416 -0.1374 0.5106 0.0 0.3 0.4 0.09
```
Forces are in eV/Å.

* maximum force: 0.078 hartree/bohr
* DFT total energy: -3546.15386 a.u.
* <S²>: 0.76
* total charge: +1
* orbital gap (spin up / spin down): 8.06 / 6.92 eV
* 2S+1: 2

This record from the OMol25 dataset describes C14H23DyIN3O8P2 as an isolated structure. The level of theory is ωB97M-V with the def2-TZVPD basis set.

```
52
Properties=species:S:1:pos:R:3:forces:R:3:lowdin_charge:R:1
C 0.3609 0.1323 -5.4149 0.5 -0.1 0.0 -0.33
I 1.7030 -0.2617 -3.6479 -0.3 0.1 -1.7 0.87
H 1.0733 0.3865 -6.2100 -0.2 -0.1 0.4 0.02
H -0.3049 0.9552 -5.1702 0.2 0.0 0.2 0.01
H -0.1893 -0.7779 -5.6562 0.3 0.0 0.3 0.02
Dy 0.4734 0.0872 -0.9215 -0.3 0.2 1.3 1.02
P 0.2619 2.7984 -1.5066 -0.3 1.6 -0.1 0.69
C -1.4549 3.3624 -1.8142 -0.1 -0.3 -0.1 -0.25
C 0.7464 3.7780 -0.0350 0.1 -0.3 0.2 -0.25
H 0.7892 4.8461 -0.2979 0.0 -0.4 0.1 0.07
H 1.1740 4.6869 -2.7434 0.0 -0.3 -0.1 0.07
H 1.7402 3.4478 0.3064 -0.3 0.2 0.0 0.05
H 2.3017 3.2938 -2.6913 -0.2 0.2 -0.1 0.05
H -2.1048 2.9986 -1.0054 0.1 0.2 -0.2 0.05
H 0.0205 3.6188 0.7752 0.2 0.1 -0.2 0.05
C 1.2515 3.5929 -2.8184 0.1 -0.3 -0.1 -0.27
H -1.5140 4.4587 -1.8597 0.1 -0.3 0.0 0.07
H 0.9025 3.2519 -3.8022 0.2 0.2 0.2 0.04
H -1.8165 2.9377 -2.7615 0.0 0.2 0.2 0.05
P 0.2294 -2.7153 -1.0502 0.3 -1.6 -0.1 0.68
C -1.3809 -3.4999 -1.3670 -0.2 0.3 -0.1 -0.25
C 1.3381 -3.6893 -2.1330 0.1 0.2 -0.1 -0.29
H 1.6278 -2.9440 0.9241 -0.1 -0.1 0.0 0.05
H 0.7980 -4.4676 0.5259 0.0 0.1 0.0 0.07
H -0.0998 -3.1473 1.3133 0.1 0.0 0.0 0.05
C 0.6810 -3.3808 0.5846 0.1 0.1 0.3 -0.25
H 2.3703 -3.3358 -2.0231 -0.1 -0.1 -0.1 0.05
H 1.2937 -4.7524 -1.8600 0.0 0.3 -0.1 0.07
H -1.2713 -4.5908 -1.3916 -0.1 0.2 0.0 0.08
H -1.7524 -3.1441 -2.3357 -0.1 -0.2 0.1 0.06
H 1.0379 -3.5684 -3.1795 0.1 -0.1 0.2 0.04
H -2.0938 -3.2092 -0.5865 0.1 -0.2 -0.2 0.04
C -2.0179 -0.5402 -1.0313 -4.0 1.6 -2.0 -0.10
O -3.0953 -0.3047 -1.3677 3.5 -1.0 1.2 0.17
O 1.0496 0.4866 6.8189 -1.9 -0.7 -1.6 0.10
N -0.0422 0.1581 6.3062 0.4 0.5 3.6 -0.31
O -1.0779 -0.0160 6.9760 1.7 0.1 -1.9 0.11
C -0.1035 0.0252 4.8675 0.7 0.3 -1.5 -0.10
C 1.0527 0.2577 4.1065 -0.4 0.0 0.6 0.14
C 0.9715 0.2831 2.7087 -0.8 0.0 -0.1 -0.05
C -0.3277 0.2814 2.1000 -0.1 -0.1 -1.3 -0.24
O -0.5352 0.7669 0.9108 0.3 -0.7 0.4 -0.24
C -1.4056 -0.2532 2.8649 0.9 0.1 0.5 -0.05
C -1.3193 -0.2926 4.2456 0.0 -0.2 -0.2 0.14
N -2.5524 -0.8408 2.1979 -2.6 -0.5 -0.2 -0.25
O -3.6263 -0.8817 2.8098 2.4 0.1 -1.2 0.16
O -2.4104 -1.3450 1.0502 0.3 0.6 2.1 -0.03
N 2.1516 0.3719 1.8997 1.6 0.8 0.1 -0.20
O 3.2365 0.6486 2.3912 -2.5 -0.8 -1.3 0.20
O 2.0499 0.1362 0.5990 0.5 0.2 2.2 -0.21
H 2.0018 0.4892 4.5774 -0.1 -0.3 0.2 0.15
H -2.1918 -0.5796 4.8225 0.1 0.0 0.1 0.15
```
Forces are in eV/Å.

* maximum force: 0.093 hartree/bohr
* ΔE to the lowest compared entry with this formula, charge and spin: 0.0 kcal/mol
* DFT total energy: -3178.11680 a.u.
* <S²>: 9.33
* total charge: +2
* orbital gap (spin up / spin down): 7.37 / 7.39 eV
* 2S+1: 6